1.
166
Properties=species:S:1:pos:R:3:forces:R:3 method="wB97M-V/def2-TZVPD" energy_ev=-689371.2861 homo_lumo_gap_ev=7.95 total_charge=0 largest_force_ev_per_a=4.21 lumo_energy_ev=-0.74
C -7.624652 5.376248 1.036626 -0.510 -0.723 0.085
Br -8.629976 6.393724 2.380437 0.705 -0.532 -0.528
Br -8.725486 5.258621 -0.600389 0.641 -0.236 0.812
Br -7.042564 3.555060 1.764526 -0.591 1.636 -0.748
H -6.720354 5.905696 0.736577 -0.234 -0.163 0.369
C -9.306280 -2.252762 -0.390002 0.112 -0.791 -0.583
Br -7.793084 -2.984408 -1.490118 -0.524 0.613 1.002
Br -9.994763 -0.636524 -1.295690 0.457 -0.814 1.029
Br -9.044032 -2.260320 1.587706 0.070 0.438 -1.577
H -10.026445 -3.056727 -0.542009 -0.086 0.574 0.110
C -2.695682 0.355937 6.847943 0.785 0.095 0.801
Br -1.222211 -0.749804 6.252346 -0.228 0.080 -0.342
Br -1.919299 1.869848 7.824994 -0.381 -0.177 -0.282
Br -3.788792 -0.702405 8.054274 -0.101 0.395 -0.497
H -3.234898 0.775330 5.998561 -0.050 -0.398 0.292
C 5.485951 -3.103705 7.412481 0.263 0.036 0.125
C 5.021806 -1.664934 7.631992 -0.352 -1.133 0.626
C 4.715369 -0.965429 6.331443 0.110 0.678 0.519
C 4.065022 0.377594 6.598958 0.082 0.857 -0.257
C 3.659967 1.186506 5.395888 -0.327 0.729 0.009
C 3.308367 2.592061 5.838063 0.341 0.557 0.419
H 4.667087 -3.753761 7.104294 0.127 0.110 -0.638
H 5.908483 -3.636259 8.264506 -0.027 0.463 0.437
H 6.314072 -3.021226 6.708554 -0.189 -0.586 -0.470
H 4.114691 -1.664170 8.236337 0.043 0.085 0.329
H 5.818099 -1.150304 8.169762 -0.169 0.328 0.076
H 4.090148 -1.560301 5.665622 0.093 -0.193 -0.042
H 5.694393 -0.781033 5.889176 -0.107 -0.016 -0.665
H 3.136644 0.381301 7.170113 0.136 -0.753 0.573
H 4.751313 1.041983 7.124018 0.276 -0.255 0.503
H 4.495852 1.307276 4.706811 -0.376 -0.636 -0.636
H 2.709736 0.794259 5.033534 0.438 -0.473 -0.937
H 2.731028 3.153553 5.103541 -0.131 -0.093 0.071
H 2.793047 2.547246 6.797501 -0.390 0.187 -0.064
H 4.214914 3.166014 6.030066 0.123 0.095 0.011
C 6.215776 -5.043332 -6.791262 -1.361 -1.053 -0.671
C 4.729657 -5.332410 -7.203523 -0.719 1.414 0.656
C 3.651306 -4.498248 -6.383425 0.546 -0.674 -0.602
C 3.924651 -3.022749 -6.498428 -0.009 0.520 -0.039
C 2.794777 -1.987740 -6.198530 1.752 -0.617 1.745
C 2.514123 -1.756231 -4.691260 0.350 -0.546 0.092
H 6.616645 -4.115717 -7.199851 -0.200 0.045 0.224
H 6.735763 -5.871646 -7.272535 0.587 0.118 0.290
H 6.319300 -5.105805 -5.707992 0.219 0.098 -0.054
H 4.594321 -5.059471 -8.250077 0.086 0.079 -0.154
H 4.491171 -6.395403 -7.167338 0.175 -0.043 0.334
H 3.639617 -4.845206 -5.350192 0.037 0.050 0.154
H 2.640137 -4.626544 -6.769666 -0.057 -0.582 -0.200
H 4.839209 -2.798090 -5.949595 -0.030 0.367 0.238
H 4.175434 -2.809367 -7.537504 0.136 -0.194 -0.275
H 3.302689 -1.104128 -6.584990 -1.126 0.444 -0.460
H 1.867791 -2.352839 -6.640699 0.084 0.646 -0.555
H 1.916534 -0.872884 -4.466161 -0.532 -0.279 -0.302
H 2.097074 -2.677479 -4.284477 -0.619 0.175 0.109
H 3.371443 -1.608107 -4.034617 0.677 0.035 -0.525
C -2.106170 9.389857 -1.572422 0.701 0.966 -0.019
C -1.465510 10.208115 -2.732709 -1.965 -1.786 -0.303
C -0.299936 10.990413 -2.322889 1.124 1.481 0.958
C 0.467474 11.753006 -3.399479 1.310 -0.579 -1.503
C 1.641905 10.979451 -4.178366 -1.333 -0.817 2.243
C 2.402608 11.875562 -5.063682 0.939 0.198 -0.725
H -2.316826 10.073749 -0.750222 -0.004 0.076 0.176
H -1.340890 8.702652 -1.211589 -0.256 -0.324 0.067
H -3.052221 8.890272 -1.781013 0.259 -0.129 -0.382
H -1.255730 9.501374 -3.535587 0.293 -0.030 -0.167
H -2.215885 10.879929 -3.149478 -0.086 0.135 -0.040
H 0.397203 10.506259 -1.639004 0.399 -0.985 -0.547
H -0.634986 11.693604 -1.560414 -0.499 0.682 -0.244
H -0.060604 12.120041 -4.279537 -1.193 -0.133 0.308
H 0.810636 12.694929 -2.971528 0.686 -0.160 0.130
H 2.284647 10.471546 -3.459325 0.371 0.402 0.380
H 1.291370 10.098836 -4.716642 -0.722 0.190 -0.276
H 2.781146 12.706457 -4.468363 -0.030 0.331 -0.420
H 3.256872 11.353649 -5.494883 0.229 -0.024 0.129
H 1.836214 12.175784 -5.945262 -0.223 0.502 0.237
C 7.087917 7.192153 1.048455 -1.285 1.128 1.511
C 7.483080 6.542502 -0.221269 1.236 -1.505 0.092
C 6.341124 5.952048 -1.058920 -0.465 2.344 0.930
C 5.681457 4.709900 -0.452750 0.943 -1.277 -2.132
C 4.870811 3.839323 -1.509064 0.541 0.486 1.617
C 3.510479 4.382394 -1.816338 -0.517 0.335 -0.109
H 6.264207 6.707008 1.572129 -0.298 -0.163 -0.235
H 6.774688 8.215014 0.839283 -0.319 0.127 0.093
H 7.812600 7.299364 1.855583 0.650 -0.213 -0.437
H 8.071023 7.293005 -0.749633 0.085 -0.370 -0.491
H 8.121220 5.706677 0.065560 0.567 -0.074 -0.332
H 6.637194 5.993218 -2.107124 -0.014 -1.067 -0.053
H 5.679514 6.816386 -1.001548 -0.960 -0.097 -0.313
H 6.501125 4.033647 -0.210029 0.271 -0.026 0.363
H 5.166595 4.886269 0.491661 -0.338 0.204 -0.299
H 5.458013 3.614035 -2.399307 0.235 0.378 0.052
H 4.701429 2.881397 -1.017336 0.157 -0.241 -0.084
H 3.462945 5.465042 -1.933437 0.237 0.088 -0.092
H 3.116347 3.943222 -2.732800 -0.294 -0.094 0.159
H 2.891099 4.139925 -0.952817 -0.439 0.034 -0.237
C -5.336029 2.477452 -4.916998 0.146 -0.662 -0.483
C -5.939898 1.064252 -5.115489 0.052 0.367 -0.279
C -7.043863 1.056667 -6.215577 -0.501 -0.530 1.938
C -7.821630 -0.338456 -6.373560 1.501 3.852 -0.794
C -7.069116 -1.405141 -7.097228 -0.785 -0.219 1.241
C -7.954696 -2.650494 -6.889665 2.116 -1.127 -1.872
H -6.117478 3.213889 -4.729622 -0.069 0.001 -0.127
H -4.787996 2.741195 -5.821542 -0.073 0.305 -0.068
H -4.622128 2.555907 -4.097070 -0.045 -0.276 0.103
H -5.180865 0.312910 -5.333347 0.335 0.166 -0.146
H -6.333098 0.758130 -4.146067 -0.485 -0.162 -0.063
H -6.740026 1.574921 -7.125073 0.345 -0.615 -0.329
H -7.771069 1.754958 -5.801253 -0.416 0.096 -0.040
H -8.101382 -0.649407 -5.367005 -0.190 -0.122 -0.135
H -8.671465 -0.001601 -6.967207 -0.533 -0.620 0.226
H -6.801876 -1.234726 -8.140126 -0.613 0.378 -0.097
H -6.095023 -1.514988 -6.620612 0.019 -0.450 0.218
H -7.623020 -3.195547 -6.005916 -0.587 0.076 0.135
H -9.031459 -2.601329 -7.051754 0.114 0.615 0.503
H -7.594517 -3.216591 -7.748671 -0.337 -1.081 0.107
C -2.408036 -1.666155 -0.832179 0.086 1.753 -0.084
C -1.358300 -1.008273 0.112810 -0.868 -1.093 0.132
C -1.782134 0.292930 0.845759 0.427 -0.784 -0.054
O -1.431918 1.374702 0.077925 0.441 0.309 -2.629
C -1.748202 2.621283 0.568979 0.518 0.629 0.902
N -1.058220 -2.028921 1.104898 0.720 -0.213 1.336
H -2.728464 -0.812243 -1.429056 -0.143 -0.328 -0.851
H -3.324486 -2.046895 -0.381336 0.282 0.111 0.713
H -2.016612 -2.489286 -1.429949 0.301 0.314 -0.091
H -0.447528 -0.761996 -0.433039 -0.150 0.269 -0.380
H -1.151553 0.371111 1.731401 -0.267 -0.334 0.736
H -2.843422 0.348659 1.087953 -0.226 -0.326 0.271
H -1.504569 3.420967 -0.130472 -0.513 -0.379 -0.587
H -1.057203 2.869296 1.374651 -0.134 -0.064 0.777
H -2.777706 2.650100 0.925904 -0.171 0.332 -0.032
H -0.230336 -2.555124 0.864463 -0.084 -0.422 -0.648
H -0.702509 -1.576933 1.935127 -0.240 0.211 0.508
C 2.103684 -5.999306 4.309390 -2.175 0.334 1.750
C 2.650540 -7.171553 3.569786 1.371 1.376 -2.024
C 2.242733 -8.560224 4.002451 -0.803 0.839 0.373
O 2.631779 -8.849944 5.385630 -0.066 2.090 -2.083
C 2.628658 -10.217720 5.549754 -0.626 -0.448 0.160
N 2.394934 -6.940066 2.094216 0.575 -1.351 0.517
H 2.261612 -6.010320 5.387835 0.641 0.003 0.070
H 1.014839 -6.048171 4.298338 -0.495 -0.460 -0.206
H 2.192559 -4.979563 3.934778 1.127 -0.256 -0.357
H 3.734334 -7.186553 3.684938 0.266 0.258 -0.231
H 2.621495 -9.244842 3.243547 0.563 -0.330 0.399
H 1.164758 -8.570202 3.841273 -0.527 -0.505 0.673
H 1.608159 -10.517680 5.311629 -0.009 -0.922 -0.100
H 2.816953 -10.461770 6.595270 0.248 0.009 -0.102
H 3.366107 -10.638340 4.866129 -0.015 -0.634 0.146
H 1.463489 -6.987246 1.706549 -0.012 0.096 0.573
H 2.974716 -6.265388 1.615937 -0.108 -0.081 0.458
C -4.498722 -5.808464 3.832409 1.325 -0.806 2.610
C -3.336654 -6.782069 4.332891 -2.266 -0.799 -2.285
C -3.954389 -8.035098 5.042889 1.343 -0.655 0.172
O -2.902707 -8.886934 5.663500 -1.361 -0.092 -0.837
C -3.390401 -10.194446 6.118972 0.635 2.004 0.532
N -2.715846 -7.154470 3.024105 1.675 -0.188 0.736
H -5.272165 -6.393760 3.335069 -0.016 0.257 0.039
H -4.054462 -5.036861 3.203640 -0.248 -0.074 0.031
H -4.795427 -5.390600 4.794416 -1.030 0.599 -0.341
H -2.681325 -6.282083 5.046110 0.395 0.003 -0.489
H -4.530967 -8.576649 4.292954 0.217 -0.448 -0.307
H -4.696394 -7.829542 5.814430 0.122 0.656 0.224
H -3.801518 -10.790531 5.304246 0.009 -0.038 0.147
H -4.063530 -10.030524 6.960470 -0.862 -0.016 -0.346
H -2.569077 -10.660641 6.663204 0.384 -0.197 -0.765
H -3.225130 -7.769259 2.405415 -0.491 -0.355 0.665
H -2.593877 -6.323207 2.463551 0.222 0.178 0.194

2.
55
Properties=species:S:1:pos:R:3:forces:R:3 method="wB97M-V/def2-TZVPD" energy_ev=-43481.3136 homo_lumo_gap_ev="4.85 / 4.64" total_charge=+4 de_lowest_kj_mol=77.12 largest_force_ev_per_a=4.32 lumo_energy_ev="-15.91 / -16.11"
N -0.489923 -4.024223 1.354745 0.590 -0.699 0.345
C 0.084929 -4.918359 1.821077 -0.735 1.004 -0.484
C 0.782305 -6.036700 2.434719 0.182 -0.333 0.154
H 0.970582 -6.825109 1.693462 -0.091 0.245 0.174
H 0.168525 -6.451672 3.246161 0.164 0.124 -0.231
H 1.742269 -5.701204 2.848956 -0.280 -0.071 -0.108
N -1.768082 2.766797 2.644487 -0.913 0.237 0.548
C -2.519287 3.298422 3.351747 1.132 -0.403 -0.759
C -3.370129 4.040795 4.264660 -0.269 0.198 0.260
H -3.947833 3.357525 4.899413 0.188 0.152 -0.137
H -4.067039 4.675529 3.704508 0.178 -0.142 0.081
H -2.739215 4.681924 4.897811 -0.195 -0.222 -0.174
N -2.453727 -0.116443 -3.777215 0.263 0.484 -1.312
C -2.388382 0.227704 -4.888224 -0.222 -0.593 1.754
C -2.342590 0.648336 -6.276277 0.017 0.131 -0.452
H -1.838086 1.619664 -6.362859 -0.147 -0.252 0.058
H -3.364391 0.742934 -6.669227 0.272 -0.040 0.132
H -1.797482 -0.090826 -6.878254 -0.160 0.164 0.190
Pb -1.939104 -1.176480 -0.442159 4.177 0.281 -1.085
C -2.161405 1.513522 -1.162653 1.644 2.448 -1.362
O -1.524895 2.329195 -1.636384 -1.322 -1.476 0.938
C -0.719938 -1.006272 2.337353 2.643 -0.379 1.982
O 0.206638 -1.114872 2.999645 -2.371 0.331 -1.625
C -3.427495 -2.348322 1.105328 -1.099 -0.881 0.536
C -3.652269 -2.912427 -0.175961 -0.667 -0.383 0.471
C -4.075190 -2.079152 -1.238844 -0.680 0.035 -0.088
C -4.245236 -0.689703 -1.006286 -1.172 -0.121 -0.090
C -4.087338 -0.151276 0.298823 -1.124 -0.047 0.139
C -3.713101 -0.988164 1.361299 -0.725 -0.116 0.348
H -3.051690 -2.978532 1.916244 -0.132 0.131 -0.343
H -3.426172 -3.970950 -0.343917 -0.144 0.384 0.059
H -4.153653 -2.475248 -2.256574 -0.150 0.145 0.375
H -4.468368 -0.022133 -1.844516 0.017 -0.325 0.280
H -4.268087 0.911262 0.498969 0.091 -0.464 -0.232
H -3.664632 -0.586832 2.383674 0.217 -0.214 -0.561
N 9.267031 1.479638 -1.242063 -0.195 0.006 0.043
C 8.114076 1.455368 -1.035270 -1.463 -0.012 0.259
C 6.699593 1.405006 -0.790248 2.182 0.032 -0.464
C 5.943860 0.363705 -1.348268 -1.742 -1.364 -0.547
C 4.568271 0.277651 -1.105598 0.980 -0.275 -0.405
C 3.951711 1.252180 -0.302274 0.634 0.101 -0.079
C 4.702105 2.296983 0.257780 1.252 0.483 0.020
C 6.073853 2.378349 0.000508 -1.556 1.132 1.132
N 2.569121 1.185708 -0.038007 -0.229 1.736 1.398
C 1.833066 2.029832 0.802873 3.467 -0.436 -1.217
C 0.557129 1.536413 0.837697 -1.802 -2.330 -1.416
N 0.471214 0.438638 -0.004148 0.666 0.568 0.347
C 1.685901 0.235431 -0.507210 -1.327 0.380 0.799
H 6.430763 -0.386293 -1.973995 -0.132 0.177 0.176
H 3.984840 -0.543521 -1.529328 0.502 0.276 0.040
H 4.223986 3.045701 0.890164 0.412 -0.133 -0.243
H 6.656633 3.200887 0.416514 -0.138 -0.199 -0.054
H 2.262273 2.875338 1.310624 -0.004 0.109 0.086
H -0.279355 1.892341 1.423185 -0.424 0.313 0.306
H 1.993421 -0.568065 -1.166667 -0.262 0.098 0.034

3.
58
Properties=species:S:1:pos:R:3:forces:R:3 method="wB97M-V/def2-TZVPD" energy_ev=-56495.6669 homo_lumo_gap_ev=5.98 total_charge=+2 largest_force_ev_per_a=4.34 lumo_energy_ev=-6.96
C -3.014540 -3.095467 -0.801830 -0.227 -0.122 0.190
C -1.754990 -2.487309 -0.828157 -0.361 0.891 0.223
C -1.668399 -1.204875 -1.423384 -0.562 -0.127 0.512
C -2.809240 -0.599724 -1.972266 -0.187 -0.354 0.127
C -4.031510 -1.276704 -1.984014 0.398 0.420 -0.190
C -4.152514 -2.513934 -1.372544 0.392 -0.045 -0.102
C -2.706308 0.857873 -2.310403 -0.146 0.223 -0.601
C -1.337694 1.232529 -2.819495 0.276 -0.246 -1.029
C -0.240760 0.473955 -2.375926 0.135 1.465 0.749
C 1.085036 0.852338 -2.743651 -0.875 0.216 0.766
C 1.255421 2.015222 -3.498981 0.131 0.168 0.084
C 0.163970 2.735447 -3.993172 -0.147 -0.378 0.047
C -1.124495 2.280397 -3.725974 -0.089 0.018 0.469
H -3.136331 -4.037523 -0.273327 0.134 -0.022 -0.166
H -4.871346 -0.772556 -2.457316 -0.026 -0.218 0.201
H -5.124890 -3.004110 -1.336393 0.352 -0.002 0.027
H -3.531226 1.263407 -2.919136 0.428 -0.572 -0.366
H 2.257097 2.421629 -3.654782 -0.177 -0.326 -0.137
H 0.307563 3.654666 -4.561694 0.046 -0.372 0.056
H -1.992743 2.797493 -4.131234 0.209 0.010 0.088
N -0.487106 -0.417151 -1.286526 0.512 -0.176 0.953
Zr 0.202732 0.037427 0.714907 -3.067 -2.244 -0.499
C -0.570287 -3.045353 -0.077002 -0.700 -1.410 0.378
H 0.334994 -2.885203 -0.679589 0.027 -0.065 0.477
H -0.740501 -4.119221 0.077425 0.186 -0.034 -0.397
C 2.255428 0.111208 -2.130911 0.135 -0.079 0.053
H 2.134869 -0.971984 -2.265195 0.212 0.195 -0.047
H 3.204684 0.459858 -2.544012 -0.034 -0.246 -0.407
P -0.366701 -2.294167 1.652455 0.694 -1.220 -4.104
P 2.470079 0.422294 -0.338866 -0.301 -0.032 -0.859
C 3.097330 2.093162 -0.266369 0.306 0.340 0.284
H 3.269042 2.393286 0.778290 0.170 -0.039 -0.446
H 4.037647 2.046242 -0.823715 0.047 0.475 0.139
H 2.404183 2.804205 -0.738661 0.200 -0.300 0.036
C 3.701422 -0.684809 0.312134 0.387 0.032 0.098
H 4.615937 -0.405935 -0.217676 0.308 -0.521 0.327
H 3.784948 -0.497869 1.396199 0.249 -0.189 -0.419
H 3.408057 -1.729646 0.125008 0.300 0.373 0.010
C -1.778329 -2.902920 2.572513 -0.113 0.523 0.555
H -1.777645 -4.001972 2.616300 0.048 0.382 -0.079
H -1.676945 -2.474613 3.580801 -0.271 -0.306 -0.139
H -2.710155 -2.531114 2.122972 0.263 -0.169 0.097
C 1.133100 -3.080474 2.272129 0.060 0.186 0.509
H 1.324489 -2.618630 3.250440 0.226 -0.390 -0.082
H 0.962555 -4.161813 2.379987 0.204 0.338 0.039
H 1.989219 -2.883257 1.605338 -0.413 -0.197 0.240
H -2.919798 1.398300 -1.402801 0.299 0.372 0.933
H -0.357232 -0.720193 2.455167 0.186 1.593 0.529
C 0.524371 4.163654 2.828086 0.241 0.116 0.019
S 1.224660 2.500985 2.729180 -2.655 -0.523 -0.526
C 0.654646 1.880010 4.322489 0.238 0.241 0.377
O 0.186698 1.769404 1.711918 1.956 2.862 1.649
H 1.233764 4.757332 3.428700 -0.272 -0.146 -0.229
H -0.461571 4.128135 3.313759 0.369 -0.080 -0.259
H 0.450669 4.571591 1.809887 0.135 -0.181 0.335
H 1.440488 2.125215 5.058028 -0.335 -0.146 -0.232
H -0.289440 2.379647 4.588814 0.365 -0.299 -0.152
H 0.517597 0.791610 4.252075 0.131 0.336 -0.106